88
Properties=species:S:1:pos:R:3 method="wB97M-V/def2-TZVPD" de_lowest_kj_mol=0.0 charge=+2 gap_ev=2.99 lumo_energy_ev=-9.10 total_energy_ha=-6660.13961
C -2.39970 4.97098 0.04393
C -1.27196 4.32639 -0.87659
S -0.41814 3.05136 0.17080
C -1.54226 1.54973 0.03192
Ga -0.60784 -0.17963 0.66170
C -1.12306 -0.81319 2.55754
Br 0.20143 -2.19792 3.13911
C -1.16025 0.33729 3.68017
C 0.16580 1.23127 3.77196
H -2.08164 5.98331 0.46015
H -3.40021 5.11739 -0.48594
H -2.54663 4.16686 0.85771
H -1.79975 3.78660 -1.75669
H -0.55479 5.08476 -1.34410
H -2.55314 1.78376 0.54428
H -1.74271 1.43500 -1.09905
H -1.09486 -1.34864 -0.35185
H 0.99112 -0.11255 0.50344
H -2.18077 -1.26891 2.53113
H -1.25307 -0.19878 4.70313
H -2.10143 1.01514 3.62163
H 0.14395 2.14643 3.07676
H 1.13362 0.63080 3.66566
H 0.17972 1.67592 4.83855
C 4.69304 -1.06703 -4.75651
C 3.44329 -0.64395 -5.50892
N 2.27237 -1.62785 -5.39785
C 2.72757 -2.97241 -5.96861
C 1.12389 -1.18395 -6.31454
C 0.44729 0.13216 -5.97078
C 1.82330 -1.90815 -3.94860
C 1.48044 -0.70252 -3.07228
O 2.60358 0.14502 -2.89206
C 2.24346 1.50120 -2.63509
H 5.13575 -1.97426 -5.17218
H 5.44562 -0.27958 -4.84366
H 4.51610 -1.22864 -3.69369
H 3.67373 -0.55882 -6.57813
H 3.10140 0.33298 -5.17833
H 3.11111 -2.80690 -6.97712
H 1.86627 -3.64213 -5.99288
H 3.49766 -3.39315 -5.32543
H 0.38265 -1.98783 -6.31257
H 1.54769 -1.11709 -7.32099
H -0.32135 -0.00751 -5.20825
H -0.08073 0.50258 -6.85145
H 1.13769 0.91228 -5.65469
H 2.64023 -2.46478 -3.48351
H 0.95675 -2.57077 -4.02258
H 1.19318 -1.07577 -2.08156
H 0.62236 -0.15345 -3.45518
H 1.25356 1.59093 -2.18168
H 2.26623 2.05606 -3.57794
H 2.98677 1.93238 -1.96310
C -0.38627 1.37316 8.67668
C -1.74849 1.28522 8.00381
C -2.90250 1.73700 8.90730
O -3.18651 0.71988 9.86369
C -2.63999 0.95834 11.16504
N -2.00310 -0.14941 7.65333
H -0.27442 0.64423 9.48287
H 0.41217 1.18236 7.95321
H -0.22500 2.37000 9.09198
H -1.73906 1.85375 7.07052
H -3.80420 1.83884 8.29369
H -2.71359 2.71117 9.36507
H -2.53727 2.02236 11.38596
H -1.67036 0.46407 11.24980
H -3.31134 0.51326 11.89999
H -1.19030 -0.62875 7.25745
H -2.79166 -0.24729 7.00551
H -2.29136 -0.63565 8.51901
F -1.21379 2.88929 -3.26288
C 2.97608 -3.54331 0.12689
N 2.19415 -4.04352 -1.03310
O 1.16485 -3.44719 -1.31501
O 2.63821 -5.01640 -1.62229
H 2.46397 -2.67992 0.54912
H 3.03599 -4.35096 0.85536
H 3.96436 -3.26594 -0.23795
Mg -3.17671 2.97380 1.93693
C -2.50754 -2.69690 -6.78227
N -3.24935 -1.58066 -7.42414
O -4.42776 -1.76448 -7.67620
O -2.62105 -0.55677 -7.65274
H -3.18772 -3.53462 -6.64092
H -1.68921 -2.97198 -7.44700
H -2.13558 -2.33533 -5.82392

102
Properties=species:S:1:pos:R:3 method="wB97M-V/def2-TZVPD" gap_ev=10.63 lumo_energy_ev=0.57 total_energy_ha=-5441.17271
C 5.16174 -0.43958 -2.19966
C 5.34914 -0.06921 -3.68710
C 4.01754 0.29077 -4.35103
C 3.32265 1.31677 -3.60327
N 2.88585 2.12198 -2.92976
H 4.74054 0.45655 -1.66094
H 6.13632 -0.76295 -1.82694
H 4.48994 -1.29798 -2.10792
H 5.57985 -0.97260 -4.19469
H 6.10413 0.69109 -3.84448
H 3.32906 -0.60079 -4.24418
H 4.05946 0.56875 -5.38652
C 1.64000 -2.83973 -0.76785
Cl 2.69564 -4.20666 -1.02227
Cl 1.46052 -1.81176 -2.22352
Cl 2.11280 -1.84947 0.65178
H 0.59274 -3.12382 -0.47387
C -1.78743 5.73762 -1.18518
O -0.76495 5.69607 -0.08996
P -0.46234 4.25960 0.53633
O -1.62303 3.42540 0.97316
O 0.48435 3.56915 -0.54452
C 0.16433 2.37176 -1.25782
O 0.47488 4.59404 1.77072
C 1.57138 5.51861 1.61491
H -2.73653 5.41405 -0.74486
H -1.52963 5.10342 -2.06197
H -1.81670 6.80218 -1.44929
H 0.72874 1.55906 -0.83525
H 0.49079 2.56143 -2.30307
H -0.95455 2.12580 -1.23327
H 2.03858 5.51228 0.63534
H 2.28378 5.22346 2.40607
H 1.18127 6.51347 1.83885
C -0.16278 -3.59415 -4.23513
O -0.91973 -2.30399 -4.34065
P -0.34727 -1.20214 -5.39743
O 1.09081 -0.99136 -5.15832
O -0.80546 -1.74476 -6.74824
C -0.26021 -1.28121 -8.00098
O -1.29197 0.07353 -5.13647
C -1.04681 0.93105 -3.99235
H -0.62795 -4.25719 -3.53527
H 0.88809 -3.43319 -3.98311
H -0.31754 -3.98048 -5.23691
H 0.81238 -1.17353 -8.08671
H -0.58487 -0.26715 -8.13749
H -0.63718 -1.96184 -8.74516
H -1.08257 0.29304 -3.06161
H -1.82324 1.69494 -3.98185
H -0.05591 1.41226 -4.10394
C -2.82684 -3.88559 6.74859
O -2.42827 -2.55010 6.52821
P -1.68020 -1.83857 5.35246
O -1.01729 -0.59684 5.81551
O -0.90574 -3.01947 4.73976
C -0.22898 -2.44277 3.51176
O -2.84352 -1.57778 4.32877
C -3.44434 -0.26056 4.24159
H -2.91757 -4.13216 7.79668
H -2.14533 -4.65918 6.31141
H -3.84633 -3.98979 6.30826
H 0.77804 -2.75938 3.53923
H -0.35481 -1.41456 3.38043
H -0.72083 -2.93888 2.61732
H -2.71843 0.50606 4.47814
H -4.22040 -0.21756 4.96149
H -3.79268 -0.05984 3.20541
C 2.26107 -0.28687 4.60147
O 2.18285 0.14856 3.22058
P 1.68364 1.63867 2.79425
O 2.39635 2.66592 3.62399
O 1.82503 1.58623 1.21797
C 3.20146 1.70956 0.85341
O 0.12473 1.65364 2.88866
C -0.64459 2.41538 3.88937
H 1.37026 -0.85285 4.87679
H 2.40717 0.58718 5.23666
H 3.08480 -1.03208 4.58404
H 3.65679 2.67437 0.94078
H 3.23324 1.53887 -0.21160
H 3.73204 0.89448 1.46337
H -0.99721 1.78989 4.66686
H -1.45342 2.96103 3.44034
H 0.02615 3.22438 4.31029
C -3.60505 -1.49767 -2.30269
O -2.54206 -2.22320 -1.66641
P -2.17413 -2.07466 -0.13863
O -1.26895 -3.15161 0.30147
O -1.69514 -0.59047 -0.19348
C -1.43933 0.00401 1.07479
O -3.45309 -2.15578 0.76951
C -3.74683 -3.26123 1.60173
H -3.14591 -1.01303 -3.17911
H -4.11087 -0.77041 -1.70375
H -4.30373 -2.22192 -2.77323
H -1.54332 1.04732 0.96663
H -0.34612 -0.26253 1.30597
H -2.03301 -0.45423 1.86431
H -4.82467 -3.18465 1.75665
H -3.29088 -3.10753 2.57123
H -3.50239 -4.23432 1.16648

92
Properties=species:S:1:pos:R:3 method="wB97M-V/def2-TZVPD" charge=-1 gap_ev=5.18 lumo_energy_ev=1.26 total_energy_ha=-2874.20499
C -2.21896 -2.50362 1.89699
C -1.72584 -3.92674 1.59005
O -0.39213 -4.03791 1.10207
B 0.03592 -3.00110 0.24757
O -0.48213 -2.84792 -1.05591
Nb 1.64255 -1.45955 1.04131
Cl 1.49138 -2.62502 3.26181
C 3.02283 0.05516 2.05372
C 2.39522 1.49078 1.92498
C 1.77263 -0.45428 -0.97580
C 0.67876 0.56031 -1.28477
O -0.42646 0.53931 -0.84376
C 3.33874 -2.83973 0.40274
C 2.92020 -4.17146 -0.12876
O 2.73316 -4.36211 -1.28796
O 2.77867 -5.22452 0.74422
H -3.09905 -2.61843 2.55660
H -1.50483 -1.90628 2.46898
H -2.60005 -1.96473 1.01870
H -1.74013 -4.47114 2.54784
H -2.46311 -4.44821 0.94907
H -1.18675 -2.18109 -1.01424
H 0.21665 -0.42365 1.52866
H 3.13118 -0.21336 3.11484
H 4.02397 0.04621 1.58497
H 2.84902 2.15633 2.67442
H 1.32080 1.48058 2.14751
H 2.51760 1.86527 0.90171
H 2.75342 0.05793 -1.01171
H 1.77023 -1.20056 -1.79005
H 0.93405 1.37454 -2.01268
H 3.91939 -2.34138 -0.38646
H 3.99976 -2.96141 1.27594
H 2.28435 -4.88865 1.51460
O 3.00163 5.04462 1.71228
P 3.70383 6.39219 1.70715
N 3.61032 6.71015 3.40360
C 2.33668 6.88355 4.08088
C 4.47333 5.82974 4.18004
N 2.55774 7.22753 0.74543
C 1.78054 8.37334 1.15515
C 1.77887 6.41672 -0.18797
N 4.79885 7.79956 1.49891
C 6.01820 7.42313 0.76556
C 5.14835 8.75231 2.53978
H 2.50689 7.19304 5.11546
H 1.73218 5.96972 4.08121
H 1.75338 7.68653 3.63392
H 5.49458 5.85144 3.77971
H 4.12420 4.79091 4.15725
H 4.53401 6.15842 5.22006
H 0.88615 8.07718 1.71735
H 1.44388 8.93643 0.27846
H 2.35540 9.07998 1.75398
H 0.94137 5.91505 0.31247
H 2.39927 5.65619 -0.65586
H 1.37556 7.03911 -0.99098
H 6.69399 6.82386 1.38649
H 6.55671 8.30579 0.41338
H 5.75652 6.83216 -0.11826
H 5.82402 8.33298 3.29503
H 4.27091 9.14830 3.04387
H 5.65125 9.60897 2.07813
O -5.24954 -3.38067 -1.78017
P -4.82231 -4.76881 -2.23633
N -3.85103 -4.29303 -3.57921
C -4.41397 -3.61158 -4.73045
C -2.61530 -3.64204 -3.15631
N -6.39090 -5.34921 -2.62692
C -6.83472 -5.77419 -3.93248
C -7.50629 -4.74779 -1.90430
N -4.23569 -6.45389 -2.40209
C -3.72368 -6.96938 -1.11965
C -3.39310 -6.94696 -3.48014
H -3.65358 -3.51260 -5.50927
H -4.79783 -2.61448 -4.48407
H -5.21666 -4.19078 -5.18541
H -2.09195 -4.26244 -2.42224
H -2.80869 -2.66683 -2.69572
H -1.93091 -3.50458 -3.99549
H -7.14613 -4.92382 -4.55299
H -7.69605 -6.44488 -3.84104
H -6.07619 -6.34314 -4.46978
H -7.79533 -3.78073 -2.33687
H -7.25376 -4.59009 -0.85843
H -8.37800 -5.40782 -1.92703
H -2.75920 -6.52015 -0.86073
H -3.60853 -8.05514 -1.14770
H -4.43109 -6.74106 -0.31504
H -2.35994 -6.58848 -3.41364
H -3.78680 -6.68659 -4.45938
H -3.37245 -8.04130 -3.43682

108
Properties=species:S:1:pos:R:3 method="wB97M-V/def2-TZVPD" charge=+1 gap_ev="7.85 / 1.41" lumo_energy_ev="-3.81 / -10.26" total_energy_ha=-9036.28745 spin_multiplicity=2
C 10.18524 29.80723 32.11762
O 11.01518 30.39444 31.19473
P 12.07093 29.55030 30.25003
O 12.56098 28.33719 30.91184
O 11.05264 29.23147 29.08693
C 10.41957 27.98937 28.91969
O 13.12329 30.59014 29.54938
C 13.86214 30.30322 28.33390
H 10.52646 30.18099 33.08301
H 10.04306 28.72948 32.03796
H 9.20062 30.26218 32.00963
H 9.38642 28.04086 29.26327
H 10.88503 27.18860 29.49433
H 10.51340 27.71440 27.86913
H 13.88470 31.09366 27.58370
H 13.47443 29.43125 27.80716
H 14.87839 30.07051 28.65199
C 8.52512 31.11478 28.46618
O 7.21498 31.71052 28.72007
P 7.13573 32.95404 29.67980
O 7.90298 32.67120 30.89209
O 5.55739 33.12633 29.85020
C 4.77520 32.56316 30.84126
O 7.47133 34.26801 28.77104
C 7.19739 34.35861 27.38359
H 8.51645 30.11143 28.89197
H 9.30664 31.42536 29.15961
H 8.83727 31.14189 27.42218
H 4.47309 33.29575 31.58968
H 5.21744 31.67061 31.28385
H 3.77493 32.50382 30.41226
H 6.65338 33.54377 26.90591
H 8.18839 34.36573 26.92976
H 6.49487 35.19156 27.35587
C 5.82975 26.20276 32.87419
O 6.69367 27.35120 33.05158
P 7.56367 27.56776 34.30774
O 8.75354 26.75868 34.17102
O 6.71161 27.10806 35.64588
C 7.29971 27.03872 36.90163
O 7.75439 29.10918 34.57474
C 6.85169 29.94749 33.90018
H 4.80968 26.57501 32.96903
H 5.95585 25.41415 33.61602
H 6.16331 25.77438 31.92904
H 8.37787 27.19825 36.91609
H 7.21133 26.01297 37.25958
H 6.84270 27.68204 37.65354
H 6.48453 30.52555 34.74820
H 5.97627 29.39723 33.55524
H 7.30876 30.56570 33.12752
C 6.52549 32.42789 38.09578
O 5.32402 33.00973 37.71996
P 5.05834 33.01068 36.07836
O 4.53494 31.73627 35.49650
O 4.07883 34.30389 35.96152
C 3.05489 34.29303 34.93149
O 6.43977 33.47170 35.33086
C 6.62495 33.36733 33.94440
H 6.83244 32.48811 39.13993
H 7.30232 33.04633 37.64617
H 6.52527 31.40413 37.72157
H 2.08328 33.93231 35.26904
H 3.32776 33.79850 33.99925
H 2.86320 35.35267 34.76261
H 7.62156 32.98785 33.71886
H 6.62742 34.42187 33.66863
H 5.86480 32.80573 33.40138
C 5.78627 38.22817 23.83067
C 6.53863 37.66865 25.03410
O 6.78989 36.32860 24.75826
O 6.22742 37.69970 22.61339
H 5.89330 39.29844 23.65415
H 4.76528 37.86044 23.93289
H 5.83030 37.70589 25.86174
H 7.45512 38.23072 25.21356
H 7.03292 36.36749 23.83035
H 5.71283 38.06825 21.89162
C 2.79733 34.92213 27.95624
Cl 1.36962 34.39661 27.03795
Cl 3.09047 36.67847 27.64930
H 2.80857 34.79875 29.03917
H 3.75124 34.48869 27.65580
C 6.18617 32.88430 23.75230
Cl 6.59696 31.21178 24.01210
Cl 4.95661 33.28893 24.89847
H 7.06088 33.46813 24.03888
H 5.84830 33.11388 22.74174
C 10.99001 29.23831 25.01400
Cl 12.27809 30.50868 24.89662
Cl 10.09341 29.28726 23.41891
H 11.45776 28.26097 25.13279
H 10.22287 29.44843 25.75929
C 10.83972 33.92701 31.07305
Cl 11.37929 34.19912 29.35967
Cl 12.00751 34.98498 31.95363
H 9.81532 34.29764 31.10937
H 11.00956 32.94068 31.50478
C 4.22818 37.52116 32.17762
Cl 2.95554 37.94280 31.02585
Cl 4.96199 35.93264 31.83304
H 5.04305 38.23486 32.29887
H 3.79607 37.44788 33.17562
C 1.91365 29.51863 30.90865
Cl 1.12939 30.92927 31.56422
Cl 3.51020 29.36106 31.58773
H 1.33701 28.65869 31.24932
H 2.00935 29.75476 29.84885

107
Properties=species:S:1:pos:R:3 method="wB97M-V/def2-TZVPD" de_lowest_kj_mol=372.4 charge=+3 gap_ev=8.34 lumo_energy_ev=-8.49 total_energy_ha=-4395.66715
C 7.93818 8.06129 -6.55740
C 9.16648 8.48072 -5.75531
O 9.47151 9.63671 -5.45055
N 10.16618 7.37115 -5.48764
H 9.66557 6.50766 -5.33315
H 10.78862 7.22234 -6.26900
C 10.89065 7.60243 -4.12967
H 7.11347 8.71951 -6.28409
H 7.72781 7.00554 -6.38642
H 8.02987 8.18665 -7.63628
H 11.74097 6.92051 -4.12410
H 10.19662 7.18137 -3.40224
H 11.18812 8.63783 -3.96375
C 15.55436 9.94935 1.19226
C 16.48638 9.62363 0.06277
O 17.30651 10.40731 -0.35057
N 16.20603 8.23362 -0.60011
H 16.42974 7.37172 -0.12346
H 15.19651 8.25229 -0.62523
C 16.59070 8.13393 -2.06813
H 15.99904 10.44933 2.05271
H 14.92957 9.15109 1.59292
H 14.81419 10.63703 0.78319
H 16.06732 7.27717 -2.49256
H 17.67783 8.08682 -2.00465
H 16.49622 9.11605 -2.53139
C 19.10516 6.57111 -8.39808
C 17.90638 5.89957 -7.76512
O 17.99569 4.83955 -7.13165
N 16.55785 6.62370 -7.89212
H 16.75406 7.55534 -8.22923
H 15.96015 6.20326 -8.58933
C 15.90985 6.59621 -6.51619
H 19.16599 6.24290 -9.43570
H 20.00842 6.35537 -7.82739
H 18.97974 7.65386 -8.40262
H 14.95518 7.11996 -6.46726
H 16.61940 7.05630 -5.82847
H 15.63209 5.58645 -6.21400
C 17.75385 11.99011 -3.99976
C 17.54829 12.12662 -5.49895
O 16.87104 12.95932 -6.04053
N 18.36423 11.18689 -6.31394
H 18.28736 10.31286 -5.81368
H 17.84540 10.91613 -7.13710
C 19.75241 11.71217 -6.68797
H 18.62729 12.62853 -3.86705
H 17.73817 10.98204 -3.58545
H 16.90565 12.44722 -3.49016
H 19.45332 12.50688 -7.37140
H 20.23806 10.90412 -7.23507
H 20.30460 11.93055 -5.77392
C 12.72245 8.61722 -8.58921
C 12.14278 9.99775 -8.41053
O 10.95102 10.16874 -8.08702
N 13.16160 11.09913 -8.56080
H 14.08233 10.76476 -8.31475
H 13.22077 11.19772 -9.56424
C 12.72969 12.41896 -7.91538
H 12.47752 8.01074 -7.71726
H 13.80245 8.52571 -8.70464
H 12.29198 8.11262 -9.45418
H 13.33883 13.25252 -8.26502
H 12.86461 12.35928 -6.83541
H 11.71755 12.50701 -8.31024
C 12.76202 14.99335 -0.42219
N 13.33669 14.34091 -1.65212
C 13.51662 15.51184 -2.58943
C 14.73500 13.80391 -1.30134
C 12.32966 13.35958 -2.25135
C 12.01661 12.07610 -1.39947
O 13.15891 11.27106 -1.26827
H 11.74769 15.32019 -0.65110
H 13.40987 15.78762 -0.05132
H 12.80622 14.20603 0.33031
H 12.59663 16.02692 -2.86590
H 14.02481 15.11999 -3.47050
H 14.23394 16.23843 -2.20782
H 14.96738 13.21528 -2.18880
H 14.50481 13.10368 -0.49834
H 15.41636 14.56550 -0.92208
H 12.74659 13.18378 -3.24300
H 11.45299 13.99805 -2.36042
H 11.39029 11.44392 -2.02890
H 11.59229 12.23535 -0.40816
H 13.25802 10.81001 -2.10446
P 19.89903 8.34974 -4.85377
F 21.48781 7.93367 -4.75199
F 20.07243 8.63775 -6.42485
F 19.52411 6.74931 -5.14051
F 18.31511 8.67932 -4.97003
F 19.71352 8.04698 -3.27530
F 20.23235 9.86412 -4.47426
P 12.44952 7.13525 -0.10615
F 12.12373 8.72425 -0.21297
F 13.68192 7.51358 0.87722
F 11.49310 7.01228 1.19082
F 12.72306 5.51410 -0.04207
F 11.25835 6.72021 -1.08955
F 13.59526 7.22590 -1.35346
P 14.18946 10.03586 -4.56024
F 14.88375 10.79584 -5.80919
F 15.45750 8.96639 -4.61447
F 15.00284 11.10099 -3.66508
F 13.51991 9.29837 -3.26162
F 12.78683 10.93224 -4.67407
F 13.33559 9.00432 -5.52994

no.,maximum force (eV/Å)
1,2.215
2,4.170
3,6.481
4,4.827
5,5.842